{"formula": "C6H15N", "method": "wB97M-V/def2-TZVPD", "de_lowest_kcal_mol": 287.5, "e_homo_ev": -8.05, "orbital_gap_ev": 6.34, "charge": 0, "symbols": ["C", "C", "C", "N", "C", "C", "C", "H", "H", "H", "H", "H", "H", "H", "H", "H", "H", "H", "H", "H", "H", "H"], "coordinates": [[-3.057829, -0.186541, 0.481948], [-3.337781, -0.605379, -1.012867], [-1.539968, 0.245098, 0.708880], [-0.606048, -0.234870, -0.168551], [4.002181, 1.100904, -0.045076], [4.348881, -0.390105, -0.167631], [0.760519, 0.319395, 0.201874], [-3.132237, -1.237564, 1.004967], [-3.874825, 0.584311, 0.858232], [-4.394520, -0.769725, -1.144028], [-2.818632, -1.528488, -1.173208], [-2.856874, 0.150843, -1.772550], [-1.246667, -0.135700, 1.707145], [-1.661878, 1.354316, 0.830387], [2.908428, 1.024120, 0.516753], [3.807509, 1.892659, -0.948984], [0.635610, -1.341931, -1.001528], [4.379072, -0.895575, 0.952996], [4.473258, -0.899755, -1.185207], [0.623753, 1.583603, 0.660069], [0.938264, -0.134523, 1.227754], [1.649792, 0.104906, -0.531383]], "atomic_forces_ev_per_a": [[-0.32, -1.93, -0.21], [1.53, 2.25, 0.03], [-3.24, -1.36, 3.30], [5.18, 2.37, -4.98], [-3.54, -4.84, -1.93], [-1.27, 4.85, 1.64], [-1.87, 1.96, 2.44], [-0.44, 2.26, -0.34], [2.02, -1.62, -0.48], [-0.33, 0.18, -0.35], [0.25, -0.53, -0.26], [-1.30, -1.28, 1.36], [-0.53, 0.57, 0.49], [1.36, -0.45, -0.76], [3.65, 1.08, 0.24], [1.14, -2.41, 1.79], [-2.05, 0.21, 1.72], [-0.41, 0.82, -3.54], [0.86, 0.65, 1.92], [0.49, -3.25, -1.93], [0.84, 0.16, -1.20], [-2.03, 0.32, 1.06]]}

---

{"formula": "C42H72N2P3ScSi", "method": "wB97M-V/def2-TZVPD", "de_lowest_kcal_mol": 0.8, "e_homo_ev": -12.87, "orbital_gap_ev": 7.49, "charge": 2, "symbols": ["Sc", "C", "Si", "C", "C", "C", "C", "C", "C", "P", "C", "C", "C", "C", "C", "C", "C", "C", "C", "C", "C", "C", "C", "C", "C", "C", "C", "C", "P", "C", "C", "C", "C", "C", "C", "C", "C", "C", "C", "C", "C", "H", "H", "H", "H", "H", "H", "H", "H", "H", "H", "H", "H", "H", "H", "H", "H", "H", "H", "H", "H", "H", "H", "H", "H", "H", "H", "H", "H", "H", "H", "H", "H", "H", "H", "H", "H", "H", "H", "H", "H", "H", "H", "H", "H", "H", "H", "H", "H", "H", "H", "H", "H", "H", "H", "H", "N", "C", "C", "N", "H", "H", "H", "H", "H", "H", "H", "H", "C", "P", "C", "C", "H", "H", "H", "H", "H", "H", "H", "H", "H"], "coordinates": [[-0.294826, 0.009624, -0.398513], [-0.567735, 3.423998, 1.858544], [0.262755, 1.716958, 1.623262], [-0.129417, 0.867516, 3.303002], [0.190658, 1.560969, 4.471871], [-0.125716, 1.070740, 5.727499], [-0.752068, -0.160975, 5.839886], [-1.061299, -0.878031, 4.697606], [-0.784284, -0.368350, 3.424232], [-1.281324, -1.309604, 1.931588], [-1.342637, -3.080000, 2.522459], [0.002351, -3.535106, 3.145418], [0.769479, -4.471092, 2.212669], [-0.021145, -5.761280, 1.951413], [-1.533080, -5.487095, 1.873375], [-1.787914, -4.050968, 1.415914], [-3.111661, -0.968872, 1.703213], [-3.975250, -0.912461, 2.984301], [-4.494250, 0.497916, 3.261677], [-5.358462, 1.027549, 2.108322], [-4.811354, 0.579514, 0.739863], [-3.314709, 0.288128, 0.847494], [2.138044, 2.123394, 1.500473], [2.644610, 3.136275, 2.318180], [3.981078, 3.500380, 2.304484], [4.863485, 2.824219, 1.477823], [4.393282, 1.805969, 0.666488], [3.038339, 1.463333, 0.645929], [2.501682, 0.069034, -0.415060], [3.212958, 0.288432, -2.142702], [3.052672, -1.040799, -2.936163], [4.399277, -1.657988, -3.311541], [5.173539, -0.712792, -4.241238], [4.940077, 0.762810, -3.866030], [4.603413, 0.898737, -2.379335], [3.280941, -1.416599, 0.384135], [2.659293, -1.573741, 1.787631], [3.462439, -2.570711, 2.642743], [4.144062, -3.620008, 1.767996], [5.177766, -2.955379, 0.838076], [4.802428, -1.498000, 0.514459], [-0.123091, 3.961098, 2.697704], [-1.629678, 3.310691, 2.089984], [-0.466688, 4.064618, 0.979592], [0.711354, 2.509162, 4.404653], [0.124297, 1.639022, 6.613780], [-0.994105, -0.570263, 6.811702], [-1.501566, -1.857550, 4.820539], [-2.125181, -3.097263, 3.284042], [-0.193292, -4.065107, 4.080389], [0.619864, -2.672003, 3.402153], [1.736620, -4.714555, 2.653105], [0.974012, -3.953582, 1.267759], [0.177018, -6.479103, 2.747921], [0.329467, -6.215943, 1.023037], [-1.996165, -5.627239, 2.852879], [-2.011463, -6.189949, 1.191599], [-2.847521, -3.916762, 1.188609], [-1.216636, -3.880402, 0.498186], [-3.455876, -1.818872, 1.102579], [-3.417393, -1.250092, 3.854041], [-4.824044, -1.591221, 2.871325], [-3.644427, 1.164291, 3.436219], [-5.073685, 0.488212, 4.184710], [-5.395295, 2.116730, 2.163348], [-6.382900, 0.670757, 2.217876], [-5.014349, 1.335089, -0.020955], [-5.314771, -0.336823, 0.419025], [-2.806489, 1.146977, 1.301715], [-2.885677, 0.131941, -0.155709], [1.979901, 3.661880, 2.992664], [4.333259, 4.299810, 2.943110], [5.914727, 3.080005, 1.463867], [5.099437, 1.267078, 0.056744], [2.514271, 1.030257, -2.557296], [2.533841, -0.847511, -3.882555], [2.458844, -1.769828, -2.373761], [4.236472, -2.615968, -3.806512], [4.978637, -1.866871, -2.410858], [4.864235, -0.873578, -5.275139], [6.236231, -0.950021, -4.186787], [4.122536, 1.184393, -4.458962], [5.826166, 1.354918, -4.091809], [4.601421, 1.946603, -2.084222], [5.383554, 0.390320, -1.814838], [2.956009, -2.260152, -0.239056], [1.617186, -1.901741, 1.692083], [2.643053, -0.605328, 2.294794], [2.806064, -3.044310, 3.373802], [4.228005, -2.036346, 3.209024], [3.386365, -4.146937, 1.180216], [4.632857, -4.369227, 2.390215], [5.257100, -3.527210, -0.089510], [6.164124, -2.965384, 1.303532], [5.316921, -1.185365, -0.390785], [5.125136, -0.840245, 1.322612], [-1.534364, -2.017652, -1.295483], [-1.748058, -2.017882, -2.760974], [-0.444104, -1.615092, -3.423516], [-0.026244, -0.314560, -2.856896], [-0.954591, -2.823519, -1.073215], [-2.421872, -2.210088, -0.839552], [-2.524516, -1.285960, -2.993591], [-2.070687, -2.991513, -3.130989], [-0.572912, -1.568153, -4.505761], [0.327899, -2.355192, -3.205589], [-0.637572, 0.388073, -3.259827], [0.900263, -0.090876, -3.208647], [-2.827672, 3.334598, -0.806377], [-1.666565, 2.223734, -1.681638], [-0.350164, 3.404258, -2.180135], [-2.590049, 2.054833, -3.269583], [-2.969682, 4.233455, -1.405555], [-2.449247, 3.610412, 0.175293], [-3.788137, 2.834243, -0.682226], [-0.797414, 4.258444, -2.688022], [0.373921, 2.932371, -2.847249], [0.179726, 3.752975, -1.292471], [-2.950925, 3.040771, -3.560058], [-3.449975, 1.396408, -3.138337], [-1.967780, 1.671972, -4.080260]], "atomic_forces_ev_per_a": [[-0.53, -0.78, -0.90], [0.08, -0.26, -0.16], [-0.04, 0.21, 0.17], [0.10, 0.03, -0.43], [0.04, 0.05, 0.07], [0.02, 0.02, -0.01], [-0.01, -0.04, -0.02], [0.01, -0.05, 0.02], [0.08, -0.04, -0.02], [-0.28, 0.26, 0.42], [0.28, 0.15, -0.34], [0.04, -0.03, -0.10], [-0.18, -0.13, 0.12], [-0.02, 0.11, 0.02], [0.09, 0.02, -0.10], [-0.06, -0.11, 0.17], [0.31, 0.08, -0.12], [-0.05, 0.04, 0.00], [-0.03, -0.04, -0.05], [0.09, -0.05, 0.05], [0.04, 0.06, 0.04], [-0.10, -0.09, 0.12], [-0.35, -0.15, -0.01], [0.02, 0.06, 0.07], [-0.01, -0.01, 0.02], [0.02, -0.04, -0.03], [0.03, 0.00, 0.02], [0.02, -0.04, -0.08], [0.44, 0.14, 0.32], [-0.34, -0.03, 0.20], [0.12, -0.07, 0.03], [0.00, 0.07, -0.09], [-0.04, 0.08, 0.07], [0.06, -0.06, 0.09], [-0.03, 0.01, -0.15], [-0.29, 0.09, -0.12], [0.03, -0.01, -0.02], [0.04, -0.07, -0.08], [0.07, 0.10, -0.01], [-0.04, 0.03, 0.08], [-0.08, -0.10, -0.06], [0.01, -0.04, 0.02], [0.01, -0.01, 0.01], [0.02, 0.01, 0.05], [-0.05, 0.00, 0.02], [0.02, -0.01, 0.00], [0.02, 0.01, 0.00], [-0.07, 0.00, -0.02], [-0.01, 0.05, 0.03], [-0.02, 0.04, 0.03], [-0.07, -0.05, 0.11], [-0.06, 0.00, -0.09], [0.04, -0.03, 0.00], [0.02, -0.02, -0.02], [-0.01, -0.04, 0.01], [-0.04, -0.01, -0.01], [-0.04, -0.02, 0.05], [0.02, 0.05, -0.06], [-0.04, -0.03, 0.03], [0.03, -0.01, -0.02], [0.02, -0.12, 0.04], [0.01, -0.01, 0.01], [0.01, -0.01, 0.03], [0.03, 0.05, 0.02], [-0.03, 0.00, -0.03], [-0.01, 0.03, 0.01], [-0.07, -0.08, 0.02], [0.00, 0.01, -0.06], [0.07, -0.01, -0.08], [-0.05, 0.01, 0.00], [0.02, 0.04, -0.05], [0.00, -0.01, 0.01], [-0.01, 0.00, 0.02], [0.04, 0.00, -0.04], [0.02, -0.01, -0.02], [-0.06, -0.03, 0.03], [-0.06, 0.02, -0.07], [0.01, -0.02, 0.05], [-0.02, -0.02, 0.04], [0.04, -0.05, 0.00], [0.00, 0.00, -0.04], [0.00, 0.02, 0.00], [-0.03, 0.02, -0.05], [0.03, -0.01, 0.06], [-0.01, 0.00, 0.13], [0.01, -0.01, 0.01], [0.08, 0.05, -0.02], [-0.05, 0.03, 0.00], [0.08, 0.10, 0.04], [-0.03, 0.02, 0.04], [0.07, 0.00, 0.00], [-0.02, -0.05, -0.02], [0.04, 0.01, 0.00], [0.00, -0.03, -0.02], [0.05, 0.08, -0.02], [0.02, 0.08, -0.02], [0.02, 0.26, -0.02], [0.26, 0.17, -0.04], [-0.24, -0.10, 0.21], [0.12, 0.16, 0.09], [0.02, 0.02, 0.09], [0.04, 0.01, 0.14], [-0.03, -0.04, 0.00], [-0.07, 0.01, 0.02], [0.06, -0.01, -0.01], [0.03, 0.02, -0.02], [0.00, 0.08, -0.03], [0.02, 0.02, 0.08], [0.07, -0.28, 0.12], [0.08, 0.57, -0.02], [-0.03, -0.22, 0.15], [0.12, -0.23, 0.24], [-0.02, 0.02, -0.01], [-0.03, -0.02, -0.09], [0.04, 0.06, -0.02], [0.03, 0.02, -0.03], [-0.01, 0.01, -0.01], [0.02, 0.00, -0.02], [0.01, 0.02, -0.05], [0.00, 0.00, -0.04], [-0.03, 0.01, -0.02]]}

---

{"formula": "C5H10Si", "method": "wB97M-V/def2-TZVPD", "de_lowest_kcal_mol": 63.3, "e_homo_ev": -8.24, "orbital_gap_ev": 9.03, "charge": 0, "symbols": ["C", "C", "C", "C", "C", "Si", "H", "H", "H", "H", "H", "H", "H", "H", "H", "H"], "coordinates": [[-2.005779, -0.339120, 0.319133], [-1.325176, -1.433789, 0.277618], [-1.633532, 0.942723, -0.402506], [-0.169924, 1.159691, -0.378594], [2.526173, -0.521045, 0.529096], [0.941268, -0.436722, -0.568324], [-3.014092, -0.422496, 0.690412], [-1.346150, -2.430133, 0.532843], [-2.045080, 0.815132, -1.340956], [-2.241176, 1.688096, 0.101901], [0.159416, 2.002156, -0.809341], [-0.040032, 1.287995, 0.642789], [2.349202, -1.042655, 1.547299], [3.315203, -1.089113, 0.044836], [2.922234, 0.391343, 0.666438], [1.607438, -0.572069, -1.852638]], "atomic_forces_ev_per_a": [[-0.98, -0.18, -0.52], [4.74, 1.83, -1.72], [-0.84, -0.86, 1.86], [0.40, -3.57, 0.71], [-2.34, -4.14, 1.08], [-2.37, 0.08, 1.53], [-0.54, 0.32, 0.27], [-0.56, -1.73, 0.75], [-0.81, -0.01, -2.31], [0.35, 0.72, -0.07], [1.16, 3.03, -2.00], [0.89, 0.59, 2.34], [0.23, 1.05, -1.53], [-0.16, -0.31, -0.31], [1.20, 3.52, 0.76], [-0.37, -0.32, -0.86]]}

---

{"formula": "C2H2FO2Sn", "method": "wB97M-V/def2-TZVPD", "e_homo_ev": [-7.98, -8.11], "orbital_gap_ev": [7.36, 6.32], "charge": 0, "multiplicity": 2, "symbols": ["H", "O", "C", "C", "O", "H", "F", "Sn"], "coordinates": [[0.375599, 1.613174, 1.100959], [-0.930135, 0.876914, -0.633080], [-0.583928, 0.917548, 0.566892], [0.458631, 0.014718, 1.044627], [0.868236, -0.879902, 0.188421], [0.404037, -0.241940, 2.114738], [-0.384121, -1.463151, -3.002097], [-0.208318, -0.837360, -1.380460]], "atomic_forces_ev_per_a": [[-1.59, 0.12, -0.73], [-0.96, 1.01, -3.77], [3.83, 0.34, 6.28], [-3.53, 1.10, 0.22], [3.20, -1.89, 1.40], [0.88, 0.58, -0.40], [-0.17, -2.29, -7.18], [-1.66, 1.03, 4.17]]}

---

{"formula": "C5H6O5Sc", "method": "wB97M-V/def2-TZVPD", "de_lowest_kcal_mol": 25.4, "e_homo_ev": [-17.62, -17.62], "orbital_gap_ev": [7.51, 7.16], "charge": 2, "multiplicity": 2, "symbols": ["H", "O", "C", "C", "H", "H", "C", "C", "O", "C", "O", "O", "Sc", "O", "H", "H", "H"], "coordinates": [[3.057852, 0.179683, -1.483286], [-1.804238, -2.474701, -0.467468], [1.974070, 0.091826, -1.438372], [-1.802328, -3.322738, -1.284914], [1.485911, 0.642716, -2.237693], [-1.739045, 2.537081, 1.067477], [-1.110481, 1.656701, 1.283624], [0.231413, 1.650287, 0.545399], [0.760264, 0.354606, 0.715428], [1.440057, -0.478135, -0.217467], [-1.258271, -4.340752, -1.745274], [1.192117, -1.658289, 0.269942], [-0.652290, -1.306406, 0.974254], [-1.800317, 0.498977, 1.183484], [-0.946141, 1.744777, 2.395172], [0.912572, 2.400738, 0.965793], [0.058855, 1.823629, -0.526099]], "atomic_forces_ev_per_a": [[0.13, -0.45, -0.02], [-1.23, 1.55, 0.07], [1.18, -0.58, 0.76], [6.30, -7.98, -1.46], [-0.68, -0.07, 0.47], [0.39, -0.24, -0.51], [0.64, 1.73, 2.73], [-1.04, 2.49, -0.92], [1.13, -2.39, -0.77], [-2.90, -0.09, 2.22], [-4.84, 6.40, 1.51], [2.08, 1.68, -2.61], [-3.16, 3.40, 0.98], [1.40, -5.70, -1.65], [0.48, 0.48, -0.80], [-0.07, -0.28, -0.21], [0.21, 0.04, 0.21]]}